The following is a DFT calculation (ωB97M-V/def2-TZVPD) of a structure of composition C34H33Cl2CrN7O2S at a distorted geometry.

Each line ends with the Löwdin charge.
Geometry (Å):
Cr 2.32 -0.20 1.39  0.88
Cl 3.53 5.47 -3.07  0.66
C 3.28 4.31 -1.83  -0.70
C 2.75 4.74 -0.59  -0.09
C 2.59 3.87 0.47  0.00
C 2.79 2.48 0.29  -0.30
O 2.55 1.73 1.36  -0.19
C 3.25 2.05 -1.01  -0.14
C 3.17 0.69 -1.42  -0.05
N 2.66 -0.25 -0.67  0.00
C 2.61 -1.65 -0.59  -0.31
C 3.01 -2.54 -1.57  -0.01
C 3.22 -3.87 -1.20  -0.07
C 2.92 -4.30 0.08  -0.04
C 2.51 -3.40 1.06  -0.25
C 2.22 -3.84 2.42  -0.03
C 1.89 -3.09 3.53  -0.08
C 1.94 -1.67 3.81  -0.23
N 1.96 -0.63 3.04  -0.06
C 2.39 -2.05 0.74  -0.10
C 3.48 2.96 -2.08  -0.07
H 2.56 5.80 -0.50  0.10
H 2.30 4.24 1.47  0.13
H 3.54 0.44 -2.43  0.13
H 3.14 -2.15 -2.60  0.12
H 3.60 -4.57 -1.92  0.10
H 3.17 -5.31 0.43  0.11
H 2.31 -4.93 2.56  0.12
H 1.62 -3.64 4.44  0.10
H 2.03 -1.42 4.89  0.11
H 3.83 2.63 -3.07  0.12
N 0.67 2.89 -5.29  0.12
C -0.21 3.03 -4.25  -0.39
C -0.76 1.86 -3.64  -0.09
N -1.62 2.02 -2.68  0.06
C -1.94 3.25 -2.26  -0.15
C -1.38 4.35 -2.85  -0.13
N -0.51 4.27 -3.87  0.12
H 1.15 2.00 -5.41  0.10
H 1.16 3.71 -5.58  0.09
H -0.45 0.85 -3.90  0.10
H -2.66 3.26 -1.43  0.09
H -1.57 5.34 -2.51  0.09
Cl -3.16 3.78 1.88  0.72
C -1.73 3.83 2.81  -0.63
C -1.32 5.03 3.38  -0.11
C -0.26 5.00 4.29  -0.09
C 0.46 3.83 4.54  -0.09
C 0.14 2.65 3.88  -0.03
C -0.96 2.61 2.95  -0.33
C -1.24 1.44 2.30  0.06
H -1.80 5.96 3.11  0.10
H 0.00 5.92 4.82  0.10
H 1.36 3.84 5.16  0.11
H 0.73 1.74 3.95  0.10
H -1.86 1.49 1.41  0.05
H -0.66 0.53 2.49  0.05
N -3.63 -3.15 3.35  0.03
C -2.85 -4.26 3.02  -0.11
C -1.76 -3.75 2.34  -0.17
N -1.88 -2.38 2.19  0.04
C -2.98 -2.05 2.81  -0.21
H -4.54 -3.14 3.81  0.15
H -3.15 -5.27 3.25  0.10
H -0.93 -4.26 1.86  0.09
H -3.29 -1.02 2.95  0.11
O -0.68 -1.87 -3.33  -0.58
S -1.42 -2.76 -2.36  0.91
C -2.13 -4.12 -3.32  -0.36
C -3.39 -4.55 -2.58  -0.25
C -4.17 -3.23 -2.30  -0.22
C -3.13 -2.16 -1.89  -0.29
H -1.40 -4.91 -3.45  0.09
H -2.35 -3.71 -4.28  0.09
H -3.13 -5.05 -1.65  0.11
H -3.94 -5.26 -3.21  0.11
H -4.92 -3.38 -1.52  0.11
H -4.69 -2.93 -3.24  0.12
H -3.10 -1.97 -0.80  0.07
H -3.26 -1.18 -2.36  0.09

Computed properties:
- HOMO (spin up / spin down): -7.043 / -7.757 eV
- Energy: -4212.080168 Ha
- Charge: 0
- LUMO level (spin up / spin down): -0.257 / -0.769 eV
- 2S+1: 5
- <S²>: 6.261
- ΔE to the lowest compared entry with this formula, charge and spin: 76.3 kcal per mole